Computed, not measured: one molecule with the formula H3N3O at a distorted geometry, with ωB97M-V/def2-TZVPD.

XYZ file:
```
7
Properties=species:S:1:pos:R:3:forces:R:3:mulliken_charge:R:1
H -0.0179 1.7190 1.3165 1.51 0.02 0.50 0.161
N -0.5867 1.1070 0.7680 1.14 -4.02 -3.60 -0.465
N 0.4050 -0.0931 0.1646 -2.88 5.57 4.75 0.649
N -0.1757 -0.6607 -0.8746 0.87 1.24 0.00 -0.374
O 1.3545 -0.4603 0.8105 -0.36 -1.07 -1.61 -0.514
H -0.7760 0.0432 -1.3212 -0.13 -1.13 0.40 0.298
H -0.2031 -1.6550 -0.8637 -0.14 -0.62 -0.44 0.245
```
Positions in Å, forces in eV/Å.

Calculated values
* Kohn-Sham gap (spin up / spin down): 8.55 / 8.55 eV
* SMILES: [H]/N=[N+](/N)[O-]
* energy above the lowest of the compared OMol25 structures with the same formula, charge and spin: 4.5007 eV



Computed, not measured: a 3-piece molecular cluster, C5H13NO2 overall at a distorted geometry, with ωB97M-V/def2-TZVPD.

XYZ file:
```
21
Properties=species:S:1:pos:R:3:forces:R:3:mulliken_charge:R:1
C 4.2275 -0.4469 -0.0890 -0.27 -1.15 -0.38 -0.813
C -0.8735 -1.0466 1.2720 -0.20 -1.76 1.33 -1.016
N -0.4042 0.2940 0.9811 3.24 -1.15 -1.86 -0.277
C 1.6621 1.0873 -0.5291 -1.40 1.47 1.37 -1.003
C 0.7613 0.0975 -0.1861 -0.04 -1.60 1.86 0.296
C -0.6362 0.6876 -0.3805 -3.99 2.80 -1.13 0.014
O -1.4579 0.1512 -1.2547 1.62 -0.26 0.42 -0.527
H 4.5856 -1.0256 -0.9417 0.11 -0.06 0.08 0.278
H 5.0160 -0.3797 0.6490 0.16 0.64 -0.06 0.295
H 3.4279 -1.0269 0.3718 -0.11 0.10 -0.06 0.173
H -1.3057 -1.6089 0.4423 0.20 0.32 -0.28 0.448
H -1.6707 -1.0721 2.0132 -0.24 0.79 -0.19 0.330
H -0.1151 -1.6723 1.7679 0.30 0.45 -0.42 0.310
H 3.8206 0.4649 -0.5177 0.33 0.39 0.41 0.129
H 1.9840 1.7240 0.2969 -0.36 0.20 0.01 0.399
H 1.5962 1.6681 -1.4480 1.17 -1.18 -0.81 0.342
H 0.7122 -0.9305 -0.5304 0.03 0.25 -0.70 0.499
H -0.7405 1.7723 -0.4373 0.74 0.22 0.26 0.388
H -2.4067 0.0619 -0.6554 -2.46 -1.44 1.31 0.399
H -4.2208 -0.1011 0.0275 0.12 0.05 -0.11 0.188
O -3.3348 -0.4181 0.2273 1.07 0.89 -1.05 -0.852
```
Positions in Å, forces in eV/Å.

Calculated values
* Kohn-Sham gap: 5.52 eV
* energy above the lowest of the compared OMol25 structures with the same formula, charge and spin: 8.3022 eV



Computed electronic energy (eV) in order:
-6560.889, -10973.577
Computed M (g mol⁻¹) in order:
61.04, 119.16